Computed, not measured: 2 unconnected molecules or ions with the total composition C3H5NO3, with ωB97M-V with the def2-TZVPD basis set.

Geometry as XYZ:
```
12
C3H5NO3 ωB97M-V with the def2-TZVPD basis set
O 4.06 0.09 0.51
O 1.79 1.94 -0.23
O 2.57 -0.99 -0.83
N 0.68 1.48 -0.09
C 2.97 -0.38 0.31
C -0.31 0.92 -0.03
C -1.73 0.62 0.15
H -2.26 1.44 0.64
H 2.09 -0.41 0.92
H -1.87 -0.34 0.73
H -2.27 0.45 -0.82
H 3.26 -0.82 -1.43
```

Results
**Total charge**: 0
**E_LUMO**: 0.5 eV
**Energy above the lowest of the compared OMol25 structures with the same formula, charge and spin**: 4.018 eV
**SMILES**: CC#[N+][O-].O=CO
**Highest occupied orbital energy**: -9.85 eV
**HOMO-LUMO gap**: 0.380 Ha